Entry from the Open Molecules 2025 dataset: a structure of composition C38H48BeClN2O8PS2Si4Te (ωB97M-V with the def2-TZVPD basis set).

Cartesian coordinates (Å):
Be: 2.164 3.676 -0.907
O: 2.381 4.436 4.932
C: 3.128 3.346 4.849
O: 3.690 2.892 5.820
C: 3.229 2.691 3.511
C: 3.819 1.463 3.271
Cl: 4.669 0.464 4.360
N: 3.683 1.170 1.954
N: 3.050 2.165 1.317
C: 2.773 3.079 2.219
C: 2.060 4.312 1.740
O: 1.563 5.078 2.582
O: 1.985 4.483 0.492
C: 4.152 0.070 1.158
C: 4.319 -1.197 1.691
C: 4.758 -2.226 0.870
C: 5.015 -1.996 -0.472
C: 4.825 -0.724 -0.994
C: 4.398 0.317 -0.188
H: 2.000 4.717 4.028
H: 4.069 -1.408 2.719
H: 4.866 -3.219 1.287
H: 5.342 -2.807 -1.111
H: 5.001 -0.524 -2.044
H: 4.248 1.305 -0.600
O: 3.631 3.177 -1.387
S: 4.037 4.231 -2.433
O: 4.515 3.586 -3.635
O: 4.942 5.195 -1.848
S: 2.152 5.028 -2.654
O: 0.950 2.593 -0.993
P: -0.519 2.458 -1.255
C: -1.189 4.066 -1.795
C: -0.735 5.216 -1.149
C: -1.272 6.453 -1.476
C: -2.274 6.552 -2.431
C: -2.741 5.409 -3.063
C: -2.199 4.170 -2.747
C: -1.547 2.194 0.195
C: -0.950 2.348 1.441
C: -1.732 2.347 2.585
C: -3.106 2.177 2.487
C: -3.702 2.026 1.241
C: -2.927 2.051 0.092
C: -0.861 1.412 -2.669
C: -1.810 0.399 -2.695
C: -2.088 -0.250 -3.887
C: -1.385 0.083 -5.039
C: -0.408 1.068 -5.001
C: -0.151 1.749 -3.819
H: 0.043 5.159 -0.396
H: -0.893 7.339 -0.984
H: -2.686 7.521 -2.686
H: -3.519 5.480 -3.814
H: -2.556 3.287 -3.263
H: 0.125 2.443 1.511
H: -1.260 2.471 3.551
H: -3.715 2.159 3.382
H: -4.774 1.894 1.162
H: -3.404 1.977 -0.879
H: -2.289 0.095 -1.777
H: -2.830 -1.037 -3.908
H: -1.587 -0.441 -5.965
H: 0.158 1.313 -5.891
H: 0.603 2.531 -3.787
C: -0.651 -5.552 2.602
Si: -0.043 -3.780 2.306
C: 1.829 -3.856 2.244
C: -0.495 -2.757 3.822
Si: -0.865 -2.756 0.358
Te: 0.445 -0.698 0.085
Si: -0.399 -4.203 -1.418
C: -1.518 -5.730 -1.514
C: 1.371 -4.829 -1.268
C: -0.550 -3.307 -3.063
Si: -3.173 -2.564 0.683
C: -3.570 -1.539 2.212
C: -4.092 -1.761 -0.761
C: -3.994 -4.252 0.936
H: -0.155 -5.972 3.484
H: -0.417 -6.195 1.750
H: -1.729 -5.599 2.772
H: 2.223 -4.144 3.226
H: 2.221 -2.874 1.983
H: 2.197 -4.567 1.503
H: 0.088 -3.094 4.685
H: -1.554 -2.832 4.076
H: -0.261 -1.705 3.639
H: -1.535 -6.283 -0.572
H: -1.159 -6.406 -2.298
H: -2.546 -5.453 -1.759
H: 1.471 -5.561 -0.463
H: 2.053 -4.000 -1.063
H: 1.679 -5.308 -2.204
H: -1.596 -3.117 -3.316
H: -0.108 -3.904 -3.867
H: -0.034 -2.345 -3.017
H: -2.894 -0.686 2.297
H: -3.473 -2.139 3.120
H: -4.596 -1.159 2.165
H: -3.924 -0.683 -0.781
H: -5.167 -1.926 -0.636
H: -3.793 -2.174 -1.728
H: -3.578 -4.773 1.799
H: -3.877 -4.901 0.067
H: -5.065 -4.108 1.113

Total charge: -2
Calculated total energy: -142245.9007 eV
Orbital gap: 0.2157 Eh
Max |F|: 0.87 eV Å⁻¹
Multiplicity: 1
Relative energy (zero: lowest compared OMol25 entry of this formula, charge and spin): 0.00 kcal per mole
LUMO level: 3.80 eV

Here are the Mulliken charges for atoms 1 to 2, given in e: atom 1 (Be): 0.05, atom 2 (O): -0.60



Entry from the Open Molecules 2025 dataset: a structure of composition C38H48N4O3Pt (ωB97M-V with the def2-TZVPD basis set).

Cartesian coordinates (Å):
Pt: 2.445 0.312 -1.666
C: -0.834 -1.860 4.784
C: -0.397 -0.386 4.828
C: -1.643 0.522 4.848
C: 0.408 -0.145 6.108
C: 0.386 -0.062 3.561
C: -0.107 -0.318 2.339
C: 0.660 0.026 1.168
N: 0.324 -0.108 -0.064
C: -0.943 -0.531 -0.472
C: -2.119 -0.047 -0.052
C: -3.369 -0.583 -0.573
C: -3.361 -1.651 -1.503
C: -2.222 -2.185 -2.023
C: -0.916 -1.536 -1.603
O: 0.141 -1.753 -2.150
C: -2.212 -3.363 -2.955
C: -1.647 -2.934 -4.330
C: -1.326 -4.471 -2.334
C: -3.619 -3.924 -3.165
C: -4.638 -0.004 -0.069
C: -4.641 -0.048 1.482
C: -5.896 -0.689 -0.598
C: -4.631 1.489 -0.531
C: 2.086 0.563 1.350
O: 2.840 0.619 0.329
C: 2.560 0.919 2.640
C: 1.716 0.572 3.656
C: 3.951 1.491 2.974
C: 3.815 2.454 4.169
C: 4.855 0.314 3.370
C: 4.612 2.268 1.829
H: -1.364 -2.098 5.705
H: 0.024 -2.531 4.711
H: -1.515 -2.066 3.956
H: -2.238 0.286 5.730
H: -2.269 0.360 3.967
H: -1.374 1.578 4.900
H: -0.215 -0.399 6.964
H: 0.696 0.901 6.233
H: 1.298 -0.775 6.165
H: -1.073 -0.786 2.224
H: -2.163 0.752 0.675
H: -4.315 -2.064 -1.791
H: -0.623 -2.575 -4.264
H: -2.273 -2.167 -4.789
H: -1.665 -3.807 -4.983
H: -0.279 -4.178 -2.268
H: -1.390 -5.351 -2.972
H: -1.684 -4.760 -1.344
H: -4.290 -3.201 -3.631
H: -4.064 -4.280 -2.234
H: -3.556 -4.779 -3.838
H: -4.604 -1.074 1.848
H: -5.579 0.394 1.816
H: -3.834 0.530 1.934
H: -5.959 -1.731 -0.283
H: -5.971 -0.635 -1.685
H: -6.767 -0.177 -0.194
H: -3.799 2.060 -0.118
H: -5.556 1.932 -0.162
H: -4.624 1.569 -1.617
H: 2.071 0.745 4.663
H: 3.647 1.933 5.112
H: 3.012 3.179 4.023
H: 4.744 3.009 4.291
H: 4.432 -0.255 4.200
H: 5.829 0.687 3.688
H: 5.020 -0.369 2.533
H: 3.980 3.084 1.466
H: 4.903 1.636 0.993
H: 5.520 2.729 2.214
C: 2.345 4.566 -1.453
C: 2.372 4.919 -2.793
C: 2.329 3.923 -3.764
C: 2.278 2.601 -3.378
N: 2.278 2.271 -2.055
C: 2.307 3.229 -1.113
C: 2.200 1.453 -4.286
C: 2.113 1.525 -5.661
C: 2.033 0.351 -6.402
C: 2.023 -0.870 -5.744
C: 2.098 -0.889 -4.367
N: 2.191 0.249 -3.658
H: 2.368 5.312 -0.671
H: 2.425 5.960 -3.087
H: 2.341 4.185 -4.812
H: 2.315 2.906 -0.085
H: 2.111 2.484 -6.160
H: 1.977 0.394 -7.483
H: 1.964 -1.805 -6.285
H: 2.075 -1.816 -3.812
O: 4.079 -1.914 -0.789
N: 3.364 -1.292 -1.328

Total charge: +4
Calculated total energy: -55491.1855 eV
Orbital gap: 0.1831 Eh
Max |F|: 0.50 eV Å⁻¹
Multiplicity: 1
LUMO level: -14.46 eV

Here are the Mulliken charges for atoms 1 to 2, given in e: atom 1 (Pt): 1.69, atom 2 (C): -1.58



Entry from the Open Molecules 2025 dataset: a cluster of 4 separate species, C38H49BrF17N6O3S in total at a distorted geometry (ωB97M-V with the def2-TZVPD basis set).

Cartesian coordinates (Å):
C: -3.424 -2.440 3.563
C: -3.100 -0.943 3.704
C: -1.805 -0.544 2.954
Br: -0.346 -1.535 3.848
N: -1.945 -0.930 1.549
C: -0.736 -1.141 0.844
N: -0.114 -2.239 0.671
C: -0.565 -3.526 1.216
C: -0.869 -4.549 0.118
C: 0.255 -4.635 -0.949
F: 0.066 -3.600 -1.786
F: 1.403 -4.520 -0.282
C: 0.131 -6.010 -1.647
F: 0.624 -6.893 -0.803
F: -1.112 -6.363 -1.841
S: 1.073 -6.191 -3.276
F: 0.077 -5.197 -3.980
F: 0.160 -7.430 -3.653
F: 2.086 -7.223 -2.623
F: 2.083 -5.040 -2.887
F: 1.813 -6.361 -4.645
N: -0.415 0.092 0.339
C: 0.795 0.198 -0.516
C: 1.916 0.911 0.242
O: 2.824 -0.016 0.813
C: 4.112 0.539 0.894
C: 5.044 -0.582 1.352
F: 4.802 -0.779 2.669
F: 6.302 -0.163 1.249
C: 4.808 -1.953 0.665
F: 5.863 -2.716 0.993
F: 3.753 -2.576 1.162
C: 4.766 -1.947 -0.889
F: 4.955 -3.216 -1.268
F: 3.574 -1.579 -1.387
C: 5.881 -1.121 -1.588
F: 5.624 -1.191 -2.907
F: 7.051 -1.695 -1.349
C: -1.655 0.360 -0.463
C: -1.899 -0.752 -1.544
C: -2.561 -0.185 -2.825
C: -3.688 -1.125 -3.318
O: -3.689 -1.276 -4.735
C: -2.691 -0.011 0.665
C: -3.181 1.341 1.250
C: -4.056 2.142 0.265
C: -3.384 3.461 -0.228
O: -4.528 1.353 -0.827
H: -3.473 -2.755 2.521
H: -2.724 -3.076 4.107
H: -4.412 -2.607 3.998
H: -3.037 -0.668 4.757
H: -3.971 -0.422 3.297
H: -1.550 0.505 3.099
H: 0.745 -2.260 0.130
H: -1.445 -3.400 1.831
H: 0.244 -3.926 1.826
H: -0.972 -5.545 0.554
H: -1.818 -4.347 -0.383
H: 0.524 0.853 -1.349
H: 1.116 -0.746 -0.968
H: 2.387 1.616 -0.454
H: 1.451 1.523 1.025
H: 4.492 0.924 -0.063
H: 4.165 1.368 1.610
H: 5.897 -0.059 -1.338
H: -1.716 1.358 -0.880
H: -2.536 -1.548 -1.153
H: -0.972 -1.249 -1.852
H: -1.804 -0.226 -3.611
H: -2.932 0.828 -2.703
H: -3.567 -2.137 -2.905
H: -4.658 -0.764 -2.971
H: -3.023 -1.948 -4.920
H: -3.615 -0.478 0.325
H: -3.709 1.259 2.201
H: -2.289 1.937 1.476
H: -4.930 2.479 0.836
H: -3.865 4.353 0.165
H: -2.327 3.488 0.054
H: -3.389 3.425 -1.321
H: -5.273 1.844 -1.196
N: -0.099 2.525 -3.522
C: -0.831 3.283 -4.339
C: -0.396 3.719 -5.580
C: 0.871 3.350 -5.999
C: 1.649 2.564 -5.166
C: 1.119 2.180 -3.946
H: -1.815 3.551 -3.970
H: -1.035 4.331 -6.202
H: 1.248 3.671 -6.962
H: 2.644 2.255 -5.456
H: 1.693 1.559 -3.263
N: -4.463 6.851 -0.530
C: -5.774 6.796 -0.773
C: -6.690 7.709 -0.276
C: -6.222 8.739 0.523
C: -4.865 8.815 0.789
C: -4.033 7.852 0.240
H: -6.096 5.971 -1.400
H: -7.742 7.615 -0.509
H: -6.905 9.473 0.931
H: -4.460 9.603 1.408
H: -2.964 7.875 0.419
N: 5.720 0.428 6.514
C: 6.673 0.039 7.362
C: 7.423 -1.115 7.200
C: 7.167 -1.914 6.098
C: 6.180 -1.530 5.205
C: 5.491 -0.353 5.459
H: 6.836 0.694 8.211
H: 8.185 -1.381 7.919
H: 7.730 -2.825 5.937
H: 5.952 -2.127 4.334
H: 4.714 -0.007 4.790

Total charge: +1
Calculated total energy: -182349.3086 eV
Orbital gap: 0.3154 Eh
Max |F|: 3.31 eV Å⁻¹
Multiplicity: 1
LUMO level: -2.44 eV

Here are the Mulliken charges for atoms 1 to 2, given in e: atom 1 (C): -1.13, atom 2 (C): -0.41



Entry from the Open Molecules 2025 dataset: a cluster of 11 separate species, C38H49Cl4F27O18 in total at a distorted geometry (ωB97M-V with the def2-TZVPD basis set).

Cartesian coordinates (Å):
C: -3.639 0.461 0.999
C: -4.360 -0.637 0.301
O: -3.364 -1.703 0.044
C: -3.802 -2.584 -0.820
O: -4.788 -2.572 -1.424
C: -2.770 -3.647 -1.063
F: -2.498 -3.630 -2.423
F: -1.614 -3.495 -0.375
F: -3.313 -4.844 -0.720
H: -4.244 1.343 1.150
H: -2.765 0.881 0.488
H: -3.167 0.174 1.936
H: -4.903 -0.326 -0.587
H: -5.145 -1.056 0.940
C: -1.545 3.505 -1.681
C: -1.652 4.005 -3.106
O: -0.335 4.698 -3.343
C: -0.416 6.022 -3.209
O: -1.334 6.620 -2.817
C: 0.901 6.647 -3.604
F: 1.948 5.736 -3.497
F: 0.877 7.135 -4.887
F: 1.181 7.686 -2.791
H: -0.613 2.973 -1.467
H: -2.342 2.791 -1.496
H: -1.592 4.341 -0.994
H: -2.531 4.628 -3.319
H: -1.565 3.203 -3.829
C: -0.789 -0.883 -4.929
C: -1.816 0.172 -4.907
O: -3.173 -0.432 -4.796
C: -4.118 0.455 -4.434
O: -4.035 1.598 -4.285
C: -5.447 -0.315 -4.299
F: -6.285 0.064 -5.307
F: -5.364 -1.630 -4.316
F: -6.098 0.026 -3.174
H: 0.159 -0.324 -4.990
H: -0.924 -1.531 -5.782
H: -0.862 -1.490 -4.035
H: -1.814 0.631 -5.900
H: -1.702 0.903 -4.121
C: 0.309 6.936 0.437
C: 1.043 5.924 1.299
O: 1.779 4.898 0.571
C: 3.096 5.045 0.558
O: 3.739 5.896 1.014
C: 3.695 4.037 -0.394
F: 3.739 4.493 -1.671
F: 4.927 3.659 -0.080
F: 2.937 2.917 -0.471
H: 0.970 7.654 -0.055
H: -0.255 7.524 1.177
H: -0.463 6.542 -0.204
H: 0.337 5.373 1.921
H: 1.756 6.454 1.917
C: -0.092 0.330 7.530
C: 0.341 0.713 6.103
O: -0.430 1.875 5.605
C: -1.502 1.474 4.975
O: -1.936 0.396 4.845
C: -2.235 2.664 4.346
F: -3.506 2.782 4.851
F: -1.594 3.856 4.553
F: -2.395 2.553 2.949
H: 0.624 -0.452 7.801
H: -1.050 -0.159 7.456
H: -0.029 1.160 8.236
H: 0.412 -0.102 5.386
H: 1.309 1.213 6.157
C: 2.886 -6.173 -5.724
C: 3.451 -6.340 -4.339
O: 3.110 -5.198 -3.515
C: 1.942 -5.244 -2.995
O: 1.063 -6.004 -3.148
C: 1.766 -4.098 -2.026
F: 2.830 -3.258 -1.950
F: 0.740 -3.330 -2.439
F: 1.531 -4.520 -0.766
H: 3.284 -5.189 -5.998
H: 1.804 -6.181 -5.650
H: 3.346 -6.835 -6.453
H: 4.542 -6.385 -4.346
H: 3.030 -7.239 -3.904
C: -2.759 -3.269 5.088
C: -3.487 -3.418 6.356
O: -4.074 -2.065 6.734
C: -5.168 -1.735 6.089
O: -5.741 -2.334 5.277
C: -5.623 -0.359 6.570
F: -5.058 0.637 5.748
F: -6.974 -0.360 6.427
F: -5.261 -0.136 7.882
H: -3.406 -3.143 4.218
H: -2.141 -4.145 4.938
H: -2.089 -2.412 5.125
H: -2.833 -3.666 7.190
H: -4.295 -4.118 6.194
C: 4.664 -2.149 0.579
C: 5.968 -2.893 0.686
O: 5.695 -4.351 0.453
C: 5.750 -4.592 -0.868
O: 5.941 -3.833 -1.728
C: 5.629 -6.091 -1.047
F: 5.941 -6.460 -2.302
F: 6.386 -6.847 -0.229
F: 4.360 -6.467 -0.801
H: 3.864 -2.568 1.198
H: 4.296 -2.010 -0.431
H: 4.873 -1.214 1.101
H: 6.373 -2.895 1.694
H: 6.736 -2.589 -0.017
C: 1.785 -0.001 -1.296
C: 0.356 -0.172 -1.147
O: 0.104 -1.084 0.022
C: -0.067 -0.410 1.153
O: -0.162 0.741 1.357
C: -0.320 -1.433 2.238
F: 0.326 -0.977 3.376
F: -1.597 -1.606 2.562
F: 0.184 -2.648 1.941
H: 2.121 0.701 -2.062
H: 2.283 -0.956 -1.370
H: 2.062 0.467 -0.343
H: -0.186 -0.653 -1.942
H: -0.126 0.789 -0.960
Cl: 3.742 1.303 2.107
C: 2.580 2.273 3.087
Cl: 3.484 3.439 4.137
H: 1.861 2.753 2.438
H: 2.042 1.600 3.739
Cl: 1.606 3.914 -6.836
C: 2.692 3.279 -5.531
Cl: 2.050 1.775 -4.796
H: 3.686 3.085 -5.923
H: 2.735 4.045 -4.766

Calculated total energy: -200518.9467 eV
Orbital gap: 0.4289 Eh
Max |F|: 4.72 eV Å⁻¹
Multiplicity: 1
LUMO level: 0.34 eV
Structure (SMILES): CCOC(=O)C(F)(F)F.CCOC(=O)C(F)(F)F.CCOC(=O)C(F)(F)F.CCOC(=O)C(F)(F)F.CCOC(=O)C(F)(F)F.CCOC(=O)C(F)(F)F.CCOC(=O)C(F)(F)F.CCOC(=O)C(F)(F)F.CCOC(=O)C(F)(F)F.ClCCl.ClCCl

Here are the Mulliken charges for atoms 1 to 2, given in e: atom 1 (C): -0.26, atom 2 (C): -0.43